{
  "formula": "C42H112O14",
  "method": "the ωB97M-V functional and the def2-TZVPD basis",
  "elements": ["C", "C", "C", "O", "H", "H", "H", "H", "H", "H", "H", "H", "C", "C", "C", "O", "H", "H", "H", "H", "H", "H", "H", "H", "C", "C", "C", "O", "H", "H", "H", "H", "H", "H", "H", "H", "C", "C", "C", "O", "H", "H", "H", "H", "H", "H", "H", "H", "C", "C", "C", "O", "H", "H", "H", "H", "H", "H", "H", "H", "C", "C", "C", "O", "H", "H", "H", "H", "H", "H", "H", "H", "C", "C", "C", "O", "H", "H", "H", "H", "H", "H", "H", "H", "C", "C", "C", "O", "H", "H", "H", "H", "H", "H", "H", "H", "C", "C", "C", "O", "H", "H", "H", "H", "H", "H", "H", "H", "C", "C", "C", "O", "H", "H", "H", "H", "H", "H", "H", "H", "C", "C", "C", "O", "H", "H", "H", "H", "H", "H", "H", "H", "C", "C", "C", "O", "H", "H", "H", "H", "H", "H", "H", "H", "C", "C", "C", "O", "H", "H", "H", "H", "H", "H", "H", "H", "C", "C", "C", "O", "H", "H", "H", "H", "H", "H", "H", "H"],
  "coordinates": [[0.186, 5.281, -1.488], [-0.459, 6.231, -0.505], [-1.389, 7.261, -1.148], [-1.103, 5.422, 0.431], [-0.511, 4.610, -1.991], [1.004, 4.676, -1.097], [0.752, 5.776, -2.278], [0.307, 6.722, 0.095], [-0.998, 7.629, -2.097], [-1.413, 8.137, -0.499], [-2.404, 6.928, -1.364], [-1.840, 5.009, -0.025], [3.194, -2.108, 2.980], [3.654, -1.102, 1.975], [5.129, -1.329, 1.622], [2.887, -1.351, 0.856], [2.110, -2.219, 2.964], [3.610, -1.784, 3.934], [3.595, -3.111, 2.833], [3.530, -0.085, 2.348], [5.473, -0.722, 0.785], [5.354, -2.330, 1.255], [5.807, -1.043, 2.427], [3.157, -2.187, 0.469], [-1.069, -3.390, -4.155], [-1.075, -4.782, -4.833], [-0.244, -4.764, -6.115], [-0.525, -5.672, -3.962], [-0.044, -3.046, -4.016], [-1.539, -3.416, -3.172], [-1.641, -2.777, -4.851], [-2.099, -5.118, -4.999], [-0.097, -5.735, -6.589], [0.744, -4.325, -5.979], [-0.699, -4.107, -6.857], [-0.350, -6.474, -4.460], [-2.173, -3.778, 0.994], [-2.046, -5.283, 0.781], [-1.798, -6.114, 2.092], [-3.220, -5.736, 0.249], [-2.057, -3.287, 0.027], [-1.367, -3.366, 1.600], [-3.118, -3.432, 1.413], [-1.262, -5.510, 0.059], [-1.568, -7.145, 1.823], [-2.637, -6.061, 2.785], [-0.993, -5.757, 2.735], [-3.644, -5.019, -0.227], [-2.618, 2.614, -1.886], [-3.426, 3.863, -1.990], [-4.907, 3.451, -2.398], [-3.512, 4.406, -0.707], [-1.717, 2.772, -1.292], [-2.284, 2.351, -2.889], [-3.074, 1.725, -1.450], [-2.969, 4.529, -2.722], [-5.334, 2.783, -1.649], [-4.877, 2.841, -3.300], [-5.520, 4.338, -2.558], [-3.860, 3.722, -0.130], [1.912, -4.891, 0.608], [2.891, -4.782, -0.593], [2.186, -4.383, -1.893], [3.845, -3.766, -0.301], [1.038, -5.516, 0.425], [1.507, -3.922, 0.900], [2.481, -5.272, 1.457], [3.297, -5.779, -0.758], [1.551, -5.191, -2.257], [2.964, -4.132, -2.614], [1.628, -3.448, -1.836], [4.593, -3.978, -0.864], [-4.061, -1.197, -2.135], [-5.339, -0.722, -2.915], [-5.046, -0.656, -4.395], [-6.338, -1.681, -2.648], [-3.722, -2.180, -2.463], [-4.381, -1.361, -1.106], [-3.265, -0.453, -2.124], [-5.541, 0.281, -2.540], [-5.994, -0.408, -4.871], [-4.745, -1.605, -4.839], [-4.401, 0.174, -4.682], [-6.997, -1.596, -3.341], [-2.803, 2.314, 2.955], [-3.348, 1.755, 1.647], [-3.901, 0.296, 1.742], [-4.425, 2.523, 1.131], [-2.382, 3.313, 2.834], [-2.049, 1.664, 3.399], [-3.628, 2.436, 3.656], [-2.495, 1.769, 0.969], [-4.517, -0.054, 0.914], [-4.366, 0.086, 2.705], [-3.012, -0.328, 1.824], [-5.186, 2.285, 1.666], [1.939, 4.375, 1.917], [1.283, 5.125, 3.065], [1.328, 6.641, 2.962], [-0.027, 4.657, 3.121], [2.981, 4.658, 1.767], [1.535, 4.541, 0.919], [1.831, 3.291, 1.974], [1.788, 4.804, 3.976], [1.501, 6.927, 1.925], [2.214, 6.953, 3.516], [0.452, 7.110, 3.410], [-0.437, 4.849, 2.275], [3.189, 2.266, -1.600], [4.612, 2.503, -2.071], [5.581, 1.510, -1.425], [4.793, 2.137, -3.417], [2.943, 2.579, -0.585], [2.906, 1.215, -1.645], [2.451, 2.814, -2.185], [4.912, 3.534, -1.888], [5.319, 0.455, -1.510], [5.632, 1.726, -0.358], [6.622, 1.616, -1.729], [5.728, 2.275, -3.582], [1.613, 1.696, 4.703], [2.340, 0.875, 5.794], [1.688, 1.166, 7.161], [2.117, -0.449, 5.441], [0.525, 1.621, 4.696], [1.960, 1.485, 3.691], [1.826, 2.765, 4.704], [3.407, 1.092, 5.849], [1.941, 2.196, 7.413], [2.135, 0.543, 7.936], [0.618, 0.993, 7.276], [1.312, -0.515, 4.923], [1.242, -0.211, -5.873], [2.231, 0.041, -4.744], [2.429, -1.179, -3.855], [3.483, 0.316, -5.314], [0.244, -0.389, -5.474], [1.583, -1.044, -6.488], [1.192, 0.706, -6.459], [1.919, 0.919, -4.180], [1.483, -1.446, -3.383], [3.148, -1.018, -3.051], [2.742, -2.036, -4.451], [3.919, 0.714, -4.556], [-0.391, -3.421, 4.332], [-1.051, -2.078, 4.466], [-1.444, -1.629, 5.889], [-0.165, -1.035, 4.026], [0.309, -3.637, 5.140], [0.071, -3.592, 3.360], [-1.167, -4.183, 4.402], [-1.880, -2.048, 3.759], [-1.661, -0.567, 6.008], [-0.610, -1.720, 6.585], [-2.266, -2.229, 6.280], [-0.020, -1.143, 3.083], [0.555, 1.088, 0.340], [-0.298, -0.166, 0.134], [0.169, -0.843, -1.096], [-0.034, -1.093, 1.175], [1.602, 0.797, 0.250], [0.423, 1.420, 1.370], [0.352, 1.906, -0.350], [-1.380, -0.046, 0.077], [-0.386, -1.769, -1.247], [1.243, -1.028, -1.083], [-0.003, -0.312, -2.032], [0.896, -1.285, 1.034]],
  "forces_ev_per_a": [[1.2899, 0.1204, -1.2669], [0.4192, -0.4856, -0.4443], [0.4533, 0.5900, -0.0266], [-0.4853, -0.1306, 1.2469], [-0.2557, 0.0716, 0.1461], [-0.3915, -0.2490, 0.7408], [-0.3452, 0.5414, -0.3286], [0.1645, 0.3249, -0.3722], [0.2577, -0.1136, -0.0679], [-0.4086, -0.0190, 0.0706], [0.0422, -0.3261, 0.3345], [-0.8163, -0.3501, 0.0161], [0.7097, -0.1552, 1.4884], [1.5187, -1.4665, 0.2794], [0.6522, 0.7011, -0.3085], [-1.5803, 1.2381, -2.1094], [0.0385, 0.3859, 0.4660], [-0.6799, -0.2236, 0.4403], [0.1978, -0.0243, -0.5378], [-0.3886, 0.0967, -0.2687], [-0.4032, 0.4907, -0.1201], [-0.3027, -0.3169, 0.5539], [-0.0856, -0.3395, 0.2764], [0.3074, -0.4234, -0.2311], [-0.3243, -0.9812, -0.7293], [0.1349, 1.5380, -0.5944], [-0.3086, 0.8372, -0.5926], [1.2316, -1.7264, 1.7924], [-0.0221, 0.1040, -0.2311], [-0.1890, -0.0798, -0.1024], [0.1512, 0.5957, 0.3274], [-0.3673, 0.3920, -0.5271], [-0.2316, -0.1957, 0.1600], [0.0991, -0.1233, 0.4877], [-0.2508, -0.0852, -0.1660], [0.0910, -0.2623, 0.2258], [1.0468, 0.3204, -0.0970], [0.8516, 0.3380, 2.1263], [0.1870, 0.6399, -0.3952], [-2.1179, -1.0838, -0.9160], [-0.1007, 0.1318, -0.1994], [0.0173, -0.0421, 0.0469], [-0.1459, -0.4458, 0.1787], [0.5413, 0.2200, 0.1249], [-0.2514, -0.0461, 0.0993], [-0.4712, -0.1855, -0.4395], [0.4650, 0.2034, -0.5376], [-0.0803, -0.0737, -0.1283], [1.5144, -0.8529, -0.8369], [-2.5578, -1.9301, 0.2605], [1.3882, 0.3187, -0.5658], [0.6291, 1.8369, 0.2056], [0.1539, 0.2228, -0.0167], [0.1223, -0.3562, -0.1106], [-0.6158, 0.2493, 0.0395], [-0.1513, 0.4075, 0.3483], [0.0613, 0.3171, 0.3480], [-0.0504, 0.1952, -0.3351], [-0.0918, -0.1511, 0.0816], [-0.4021, -0.2739, 0.5412], [0.7137, 0.2619, -0.2333], [-2.5885, 0.4013, -0.0183], [0.3746, -0.0171, 0.0627], [0.4185, -0.7659, 0.2978], [0.2736, -0.2457, -0.2292], [0.1363, 0.2591, -0.1459], [-0.1870, -0.1054, 0.1372], [0.6795, 0.0985, 0.1736], [-0.0465, 0.1574, -0.1753], [0.0568, -0.3996, -0.3693], [-0.3026, -0.1035, 0.4829], [0.3278, 0.4206, 0.0065], [-1.3484, 0.0240, 0.3000], [2.7302, -0.8577, 0.3576], [-1.0054, 0.5056, -0.5195], [-0.1715, 0.2500, 0.1411], [0.1390, 0.1605, -0.4117], [0.0831, 0.1383, 0.2194], [0.0249, -0.0973, -0.2584], [-0.6026, 0.0902, 0.0673], [-0.2432, 0.0541, -0.3240], [0.3449, 0.0147, 0.2705], [0.3753, -0.2221, 0.1784], [-0.2452, -0.0823, 0.0083], [-0.6291, 0.0878, 0.1450], [-0.3750, -1.4652, 0.3923], [1.8190, 0.1393, 0.8779], [0.2605, 0.7641, -0.3176], [0.1465, -0.0940, -0.2275], [0.0309, -0.0585, -0.0712], [-0.0641, -0.1670, 0.2473], [-0.3860, 0.1526, -0.6155], [0.0856, 0.3685, -0.0251], [-0.5543, 0.3745, 0.0003], [0.0899, -0.4302, -0.3216], [-0.2371, 0.2159, -0.0474], [0.9298, 0.0916, -1.0287], [0.0498, -0.5984, -0.7154], [1.0437, -0.2202, 0.0333], [-1.1273, -0.4404, 0.9208], [0.3518, -0.2194, 0.3714], [-0.6774, 0.6876, 0.1436], [0.2729, -0.0344, 0.7087], [-0.2045, 0.0266, 0.2082], [-0.3722, 0.3065, -0.0091], [0.0220, 0.3959, 0.0031], [0.0281, -0.1004, -0.1994], [-0.2865, 0.1497, -0.4874], [-0.7165, 0.0409, -0.3580], [0.8225, -1.8113, 0.9977], [0.2882, 0.6658, 2.3251], [-1.0470, 0.7798, -1.7114], [0.7291, 0.1012, 0.2072], [0.1900, -0.1538, -0.1720], [0.1268, 0.0692, -0.4239], [0.0429, 0.1307, -0.0286], [-0.4055, 0.1780, -0.3592], [-0.0327, -0.1661, 0.3870], [-0.0283, 0.2134, -0.4942], [0.0133, -0.1047, -0.3661], [0.8977, 1.3384, -0.3898], [-2.6978, 0.8092, -0.3045], [1.0976, 0.2154, 0.3557], [1.2127, -1.3420, 0.4305], [0.0386, -0.3774, 0.3174], [0.0819, -0.7734, -0.0632], [-0.0218, 0.2281, 0.6960], [0.0612, -0.0598, -0.1186], [-0.2913, 0.1819, 0.2140], [0.2642, -0.1090, -0.0324], [-0.0837, 0.1310, -0.6981], [-0.5082, -0.2339, -0.2483], [0.0829, 0.4998, 0.4316], [-0.1376, -1.0247, -0.2815], [-0.9800, -0.0970, 0.2824], [0.3132, 0.4617, -0.2501], [-0.0323, -0.2477, -0.0271], [-0.1099, 0.0145, -0.0435], [0.0142, -0.1397, -0.2670], [-0.2934, 0.0317, 0.3122], [-0.0543, -0.1124, 0.1081], [0.1463, 0.1357, -0.0482], [0.1445, 0.0750, -0.1059], [0.9893, 0.4381, -0.1666], [-0.4580, -0.8653, 0.6479], [0.4622, 1.6079, 0.0928], [0.1421, -0.6490, 0.0945], [0.1333, 0.0988, 0.3135], [0.2568, 0.2137, -0.1213], [0.1543, 0.3329, 0.0027], [-0.1208, -0.1608, 0.1010], [-0.5312, -0.0444, 0.2566], [-0.4633, -0.0031, -0.7396], [0.3025, -0.5283, -0.1549], [-0.0732, 0.0676, 0.0295], [-0.0207, 0.1793, -0.6255], [-0.5189, -0.0467, 0.7651], [0.6491, 0.2866, -0.3053], [-0.2853, -0.6552, -2.0076], [-0.4778, 0.0494, 0.7213], [0.0022, -0.0424, -0.0918], [-0.1151, 0.3434, 0.0271], [-0.1310, -0.0421, -0.0432], [-0.0082, 0.4604, 0.2668], [0.1967, -0.3435, 0.1646], [0.0178, -0.1774, 0.2689], [-0.1273, 0.5609, 0.0561], [0.8796, -0.4119, 0.3196]],
  "lowdin_charge": [-0.049, -0.477, -0.028, -0.061, 0.069, 0.049, 0.081, 0.120, 0.076, 0.078, 0.075, 0.046, -0.048, -0.475, -0.039, -0.076, 0.065, 0.082, 0.084, 0.140, 0.058, 0.070, 0.084, 0.050, -0.033, -0.524, -0.051, -0.043, 0.058, 0.064, 0.079, 0.133, 0.077, 0.078, 0.078, 0.093, -0.042, -0.499, -0.034, -0.036, 0.065, 0.048, 0.090, 0.117, 0.075, 0.079, 0.046, 0.087, -0.077, -0.456, -0.027, -0.065, 0.061, 0.090, 0.066, 0.138, 0.067, 0.064, 0.076, 0.046, -0.028, -0.443, -0.042, -0.062, 0.069, 0.064, 0.081, 0.136, 0.076, 0.075, 0.061, 0.106, -0.041, -0.485, -0.063, -0.033, 0.067, 0.058, 0.059, 0.118, 0.074, 0.085, 0.079, 0.084, -0.024, -0.453, -0.029, -0.064, 0.073, 0.080, 0.083, 0.108, 0.070, 0.081, 0.059, 0.106, -0.052, -0.501, -0.035, -0.056, 0.084, 0.047, 0.056, 0.117, 0.062, 0.075, 0.089, 0.047, -0.044, -0.454, -0.066, -0.061, 0.069, 0.069, 0.078, 0.140, 0.079, 0.076, 0.079, 0.098, -0.048, -0.460, -0.059, -0.073, 0.082, 0.060, 0.057, 0.135, 0.073, 0.070, 0.073, 0.026, -0.045, -0.513, -0.059, -0.047, 0.071, 0.083, 0.080, 0.128, 0.035, 0.076, 0.086, 0.043, -0.051, -0.440, -0.033, -0.099, 0.093, 0.060, 0.074, 0.123, 0.075, 0.077, 0.077, 0.041, -0.028, -0.456, -0.072, -0.068, 0.060, 0.078, 0.075, 0.121, 0.076, 0.069, 0.085, 0.046],
  "lumo_ev": 0.45,
  "relative_energy_kj_mol": 259.2,
  "orbital_gap_ev": 9.67,
  "homo_ev": -9.2155,
  "max_force_ha_per_bohr": 0.0625
}

=====

{
  "formula": "C4H11N2PS2",
  "method": "the ωB97M-V functional and the def2-TZVPD basis",
  "elements": ["C", "C", "C", "C", "N", "N", "P", "S", "S", "H", "H", "H", "H", "H", "H", "H", "H", "H", "H", "H"],
  "coordinates": [[-0.008, -2.193, 1.090], [0.521, -2.272, -0.252], [-0.004, 1.746, -1.795], [0.694, 1.850, 0.625], [-0.244, -0.725, 1.492], [0.158, 1.078, -0.518], [-1.132, 0.046, -0.119], [-2.809, 0.882, 0.295], [-0.857, -1.570, -1.398], [-0.886, -2.822, 1.361], [0.925, -2.368, 1.669], [1.247, -1.484, -0.490], [0.785, -3.263, -0.490], [0.744, 2.532, -1.899], [0.319, 0.954, -2.607], [-0.877, 2.245, -2.000], [0.286, 2.879, 0.829], [0.339, 1.240, 1.537], [1.697, 1.936, 0.409], [-0.897, -0.691, 2.261]],
  "forces_ev_per_a": [[0.6561, 2.1427, 3.4495], [-1.4571, 2.4803, -2.2363], [3.9774, -2.2526, -1.4791], [-3.5969, -0.2817, 1.4149], [-1.2999, -0.9426, -3.9174], [-1.2094, 0.0518, 0.5553], [2.3104, -0.4366, 3.1754], [-0.2632, -0.2260, -0.3856], [-0.1910, -0.6915, 0.2474], [0.8966, 0.1058, -0.4452], [-0.8349, -0.8501, 0.4242], [0.4785, -0.7876, 0.6445], [0.3303, -0.9955, -0.8715], [0.3574, -0.0653, 0.2463], [-1.1520, 1.6486, 1.1709], [-2.6449, 0.6355, -0.3067], [-0.0511, -0.7616, -0.8140], [1.7071, 1.1450, -1.2466], [2.4689, 0.0643, 0.3796], [-0.4826, 0.0172, -0.0056]],
  "lowdin_charge": [-0.373, -0.455, -0.164, -0.129, -0.157, -0.450, 0.061, 0.195, 0.618, 0.124, 0.121, 0.070, 0.067, 0.079, 0.107, 0.034, 0.091, 0.072, 0.047, 0.044],
  "lumo_ev": 0.62,
  "smiles": "CN(C)[P@]1(=S)NCCS1",
  "relative_energy_kj_mol": 8.3,
  "orbital_gap_ev": 9.27,
  "homo_ev": -8.6409,
  "max_force_ha_per_bohr": 0.0934
}

=====

{
  "formula": "C5H7IN2O2S",
  "method": "the ωB97M-V functional and the def2-TZVPD basis",
  "elements": ["C", "C", "C", "C", "C", "N", "N", "O", "O", "S", "I", "H", "H", "H", "H", "H", "H", "H"],
  "coordinates": [[-0.943, 1.659, -1.450], [-0.163, 0.634, -1.373], [0.578, -1.745, 0.498], [0.600, -1.513, -1.040], [0.517, -0.391, 1.340], [0.650, -0.179, -1.262], [-0.556, 0.636, 1.017], [-1.072, 3.198, 0.900], [1.094, 2.307, 0.211], [-0.327, 2.180, 0.228], [-2.469, 0.142, 0.554], [-1.866, 2.021, -1.795], [-0.358, -2.286, 0.784], [1.502, -2.308, 0.801], [1.349, -2.222, -1.522], [-0.382, -1.784, -1.460], [0.354, -0.500, 2.422], [1.490, 0.149, 1.147]],
  "forces_ev_per_a": [[1.4077, 2.2592, 2.7438], [-1.3862, 0.9975, -3.4218], [-0.7526, 0.4157, 1.3158], [-1.0204, -4.0753, 1.2007], [0.4859, 0.9509, -0.7838], [3.4068, 0.2427, -2.2671], [-0.3611, 0.8034, 0.0455], [-0.5749, -0.3796, -0.5532], [0.4906, 0.3325, -0.2358], [0.2415, -0.7297, 1.1358], [-0.6706, -1.2285, 1.2900], [-0.5056, 0.0848, -0.8447], [0.9962, -0.0729, -0.2834], [-1.0621, 0.5450, 0.0143], [-0.4729, 1.6142, 0.3776], [0.3173, -0.7535, 0.2480], [0.5309, -0.7201, -0.4311], [-1.0706, -0.2862, 0.4493]],
  "lowdin_charge": [-0.181, -0.373, -0.152, -0.219, -0.231, 0.116, -0.687, -0.307, -0.296, 0.529, 1.038, 0.064, 0.088, 0.119, 0.141, 0.116, 0.109, 0.124],
  "lumo_ev": -0.27,
  "relative_energy_kj_mol": 521.6,
  "orbital_gap_ev": 8.56,
  "homo_ev": -8.8249,
  "max_force_ha_per_bohr": 0.0850
}